Here is a structure of composition C7H14B2CaCl4F12MgNO5PS2Si at a distorted geometry from OMol25. Energies are from the ωB97M-V functional and the def2-TZVPD basis.

The geometry in XYZ format:
```
51
C7H14B2CaCl4F12MgNO5PS2Si (the ωB97M-V functional and the def2-TZVPD basis)
F -0.29597 -5.92770 2.95682
F 7.60079 1.30094 5.33542
F 6.27212 2.41088 2.84478
C 0.39824 0.43883 -2.28439
C 3.50548 -4.25554 1.26865
H -0.59008 -0.10291 -2.54967
H -8.16180 0.98066 -7.25804
F 0.14730 -3.92660 4.07516
S 3.09918 0.62664 0.59465
F 6.70211 3.00640 4.92466
C -7.34387 0.84545 -6.55251
H 0.73537 1.06209 -3.17758
C -1.78368 1.38338 -0.29934
B -0.85460 -4.69673 3.41007
F 5.97299 0.09563 4.45857
H -0.65525 3.93029 -1.29678
O -4.30420 -0.18243 -2.03602
F 4.93130 1.76495 4.47720
H -2.13196 2.19570 0.42244
H -6.62030 1.65070 -6.66763
C 0.36789 3.40130 -1.19766
Mg -3.90668 -0.10240 2.21882
B 1.21611 0.90492 0.72024
C 0.13726 1.57632 2.63706
H -1.94845 0.31336 0.10326
P 6.50290 1.58754 4.20212
O 3.80355 1.24287 1.75929
Cl 2.09879 -4.97088 0.46763
H 0.86867 3.46236 -2.23136
N 0.63355 0.51596 2.06735
O -5.24767 -0.59457 -4.01190
F -1.34812 -3.95172 2.27601
H -6.15332 -0.96161 -4.08979
F -1.93635 -4.95728 4.30549
H -2.32129 1.48045 -1.30484
Si 0.10795 1.57080 -0.72784
H 3.34962 -3.18478 1.36653
O -6.40581 -1.03483 -2.24559
F 7.53584 0.94705 3.15610
H 1.20997 -0.32030 -1.97966
H 4.39082 -4.44617 0.66431
O 3.64892 0.97102 -0.74889
Cl -7.99164 0.88535 -4.90808
Cl 3.74604 -4.94912 2.87399
Ca -2.04762 -1.66904 -0.25849
S -1.07640 2.49973 3.32070
C -5.30958 -0.59845 -2.66433
Cl -6.54628 -0.69648 -6.88696
F 3.28362 -1.05471 0.78164
H 0.94481 4.02576 -0.42144
F 1.76973 5.50691 -1.89017
```

Computed properties:
- Spin multiplicity: 1
- HOMO-LUMO gap: 1.47 eV
- HOMO level: -10.19 eV

Here are the Mulliken charges for atoms 1 to 6, given in e: atom 1 (F): -0.39, atom 2 (F): -0.27, atom 3 (F): -0.24, atom 4 (C): -0.91, atom 5 (C): 0.32, atom 6 (H): 0.23